--- i ---
Here is C3H6N2O2 in the gas phase from the OMol25 dataset. Energies are from ωB97M-V/def2-TZVPD.

XYZ file:
```
13
Properties=species:S:1:pos:R:3
C 0.08435 1.26420 0.09933
N -0.70027 -2.26977 -0.03567
C 0.42610 -1.53416 0.14116
C -0.32897 2.02521 -0.91821
O 1.59591 0.48550 0.22482
O -0.31498 1.42553 1.37566
N 0.52125 -0.30720 -0.21921
H 0.46476 1.33700 1.94131
H -1.46642 -1.85976 -0.54677
H -0.62798 -3.27229 -0.05691
H 1.28195 -2.01120 0.61632
H -0.12921 1.75412 -1.94103
H -0.80647 2.96281 -0.68080
```

Summary:
Charge: 0
E_HOMO in eV: -7.43
Lowest unoccupied orbital energy in eV: 0.59
2S+1: 1

---

--- ii ---
Here is 2 unconnected molecules or ions with the total composition C3H6N2O2 from the OMol25 dataset. Energies are from ωB97M-V/def2-TZVPD.

XYZ file:
```
13
Properties=species:S:1:pos:R:3
H 0.71322 0.68706 2.06117
N 0.19754 -0.16668 1.88610
C -0.37512 -0.28599 0.78144
C -0.66272 0.99348 -0.29901
N -1.00222 -1.40741 0.36829
H -0.71783 0.76555 -1.36180
H -0.15555 1.90228 0.00810
H -1.70776 1.13957 -0.03830
H -1.28252 -1.47030 -0.59605
H -0.67043 -2.26133 0.79090
O 1.81308 -0.98466 -0.66593
C 1.77465 0.07800 -1.15824
O 2.07566 1.01041 -1.77666
```

Summary:
Charge: 0
E_HOMO in eV: -9.34
SMILES string: [H]/N=C(\C)N.O=C=O
Lowest unoccupied orbital energy in eV: 0.46
2S+1: 1

---

Most favorable structure: ii. The second most favorable one is 482.7 kJ/mol above it.

---

--- i ---
Here is a molecular structure, C3H6N2O2 from the OMol25 dataset. Energies are from ωB97M-V/def2-TZVPD.

XYZ file:
```
13
Properties=species:S:1:pos:R:3
C -1.75319 0.89677 -0.96312
C 1.44739 -0.82588 1.12571
N 0.65624 0.11253 1.58608
C 1.13685 -1.06358 -0.53670
O -0.41140 0.90640 -0.49596
N 0.41896 -0.42233 -1.29713
O 2.45964 -1.35548 1.50096
H 0.86811 0.37061 2.54382
H -0.10994 0.67221 0.68581
H 1.56372 -2.00147 -0.87236
H -2.30365 1.69523 -0.45672
H -1.75103 1.09348 -2.03528
H -2.22170 -0.07850 -0.78510
```

Summary:
Charge: 0
E_HOMO (alpha / beta) in eV: -9.80 / -9.80
Lowest unoccupied orbital energy (alpha / beta) in eV: -0.31 / -0.31
2S+1: 1

---

--- ii ---
Here is C3H6N2O2 in the gas phase from the OMol25 dataset. Energies are from ωB97M-V/def2-TZVPD.

XYZ file:
```
13
Properties=species:S:1:pos:R:3
H 0.53620 -1.34052 -0.27207
N 0.34232 -1.85571 0.58353
C -0.36975 -1.24273 1.42407
O -0.95960 -0.02221 1.37469
C -0.88285 0.69994 0.16365
C 0.56276 0.93728 -0.28655
N 0.84194 0.53677 -1.56278
O 1.38714 1.42611 0.45437
H -0.60749 -1.70548 2.37953
H -1.48677 0.20207 -0.60639
H -1.32562 1.67099 0.38798
H 1.79940 0.59069 -1.87322
H 0.16232 0.10282 -2.16681
```

Summary:
Charge: 0
E_HOMO in eV: -10.23
SMILES string: [H]/N=C\OCC(N)=O
Lowest unoccupied orbital energy in eV: 0.66
2S+1: 1

---

--- iii ---
Here is C3H6N2O2 in the gas phase from the OMol25 dataset. Energies are from ωB97M-V/def2-TZVPD.

XYZ file:
```
13
Properties=species:S:1:pos:R:3
H 1.56582 0.49320 -2.20803
N 0.98808 0.23265 -1.41432
C 1.62269 0.40838 -0.32594
O 1.13650 0.16078 0.89016
C 0.19289 -0.87419 1.11816
C -1.05749 -0.90407 0.59162
N -1.37202 0.53461 -0.08404
O -1.99785 -1.67844 0.53608
H 2.62205 0.84341 -0.25097
H 0.57117 -1.64978 1.76259
H -2.37371 0.56702 -0.26124
H -0.80401 0.62285 -0.94663
H -1.09412 1.24358 0.59257
```

Summary:
Charge: 0
E_HOMO in eV: -7.50
SMILES string: [H]/N=C/O/C=C(\[NH3+])[O-]
Lowest unoccupied orbital energy in eV: 0.59
2S+1: 1

---

--- iv ---
Here is a molecular structure, C3H6N2O2 from the OMol25 dataset. Energies are from ωB97M-V/def2-TZVPD.

XYZ file:
```
13
Properties=species:S:1:pos:R:3
C -1.62585 0.31937 -0.19814
C 1.48247 -0.54564 -0.05395
N 1.47587 0.24887 -1.15385
C 0.57072 -0.10962 1.06553
O -2.52960 -0.45915 0.45005
N -0.62294 0.30871 0.97509
O 2.24864 -1.47355 0.11399
H -1.71972 -0.30791 1.44155
H 2.03299 -0.03313 -1.94494
H 0.82305 1.00396 -1.26700
H -1.92485 1.37237 -0.35984
H -1.22082 -0.11481 -1.12178
H 1.01005 -0.20949 2.05327
```

Summary:
Charge: 0
E_HOMO in eV: -9.76
Lowest unoccupied orbital energy in eV: -0.23
2S+1: 1

---

Most favorable structure: ii. The second most favorable one is 159.5 kJ/mol above it.

---

--- i ---
Here is a molecular structure, C3H6N2O2 from the OMol25 dataset. Energies are from ωB97M-V/def2-TZVPD.

XYZ file:
```
13
Properties=species:S:1:pos:R:3
C 0.92119 -0.05603 0.44325
C -0.30944 -1.10246 -0.13850
C -0.28448 1.03901 -0.03450
H 2.85622 -0.45215 -0.45099
H 1.93158 0.56733 -1.14287
H 0.82156 -0.00919 1.72213
H -0.13996 -1.26289 -1.24903
H -0.61352 -2.07460 0.38307
H -2.98058 0.75208 0.90699
N 2.17006 0.27990 -0.11705
N -1.22134 -0.00656 -0.07316
O -2.74158 0.02033 -0.15184
O -0.40969 2.30522 -0.09752
```

Summary:
Charge: 0
E_HOMO in eV: -9.36
Lowest unoccupied orbital energy in eV: -0.03
2S+1: 1

---

--- ii ---
Here is C3H6N2O2 in the gas phase from the OMol25 dataset. Energies are from ωB97M-V/def2-TZVPD.

XYZ file:
```
13
Properties=species:S:1:pos:R:3
H -1.88095 -0.40492 2.03416
N -1.38455 -0.13076 1.18967
C -0.46302 0.69203 1.48014
O 0.37836 1.24782 0.60977
C 0.28958 0.94150 -0.78949
C 0.94657 -0.40356 -1.12909
N 0.22027 -1.49234 -0.78100
O 2.02933 -0.44800 -1.68573
H -0.22128 1.05557 2.48202
H -0.75191 0.98475 -1.12734
H 0.88280 1.71459 -1.27680
H 0.64616 -2.39958 -0.89083
H -0.62714 -1.38028 -0.23439
```

Summary:
Charge: 0
E_HOMO in eV: -9.77
SMILES string: [H]/N=C/OCC(N)=O
Lowest unoccupied orbital energy in eV: 0.81
2S+1: 1

---

Most favorable structure: ii. The second most favorable one is 596.2 kJ/mol above it.

---

--- i ---
Here is C3H6N2O2 in the gas phase from the OMol25 dataset. Energies are from ωB97M-V/def2-TZVPD.

XYZ file:
```
13
Properties=species:S:1:pos:R:3
C -1.09855 1.02204 -1.60197
C -0.67217 0.62711 -0.23796
O 0.76311 0.90458 -0.30235
N 1.60171 0.18295 0.52889
C 1.07074 -0.92511 0.99970
N -0.33907 -1.11802 1.06544
O -0.92902 -0.77525 -0.17506
H -0.75187 2.06425 -1.80125
H -0.60522 0.32654 -2.34637
H -2.21338 1.12297 -1.85857
H -0.99673 1.14914 0.69715
H 1.78547 -1.44842 1.75249
H -0.52957 -2.04785 1.25683
```

Summary:
Charge: 0
E_HOMO in eV: -9.07
SMILES string: C[C@@H]1ON=CNO1
Lowest unoccupied orbital energy in eV: 0.80
2S+1: 1

---

--- ii ---
Here is C3H6N2O2 in the gas phase from the OMol25 dataset. Energies are from ωB97M-V/def2-TZVPD.

XYZ file:
```
13
Properties=species:S:1:pos:R:3
H 0.54519 1.85264 -0.53263
N 1.41329 1.28288 0.03553
C 1.14722 0.04816 0.00045
N 2.23490 -0.90612 0.06611
O -0.07242 -0.74415 -0.30379
C -1.06973 0.03179 -0.10041
C -2.40963 -0.67974 0.13134
O -1.04858 1.26929 0.08687
H 2.08283 -1.91197 0.28285
H 3.15897 -0.57893 0.50795
H -2.39818 -1.34235 1.01545
H -2.68730 -1.35398 -0.82177
H -3.27810 0.09489 0.38378
```

Summary:
Charge: 0
E_HOMO in eV: -9.22
SMILES string: [H]/N=C(/N)OC(C)=O
Lowest unoccupied orbital energy in eV: 0.70
2S+1: 1

---

Most favorable structure: ii. The second most favorable one is 250.4 kJ/mol above it.

---

--- i ---
Here is a molecular structure, C3H6N2O2 from the OMol25 dataset. Energies are from ωB97M-V/def2-TZVPD.

XYZ file:
```
13
Properties=species:S:1:pos:R:3
C -1.13926 -0.77948 0.41801
C -0.30468 0.42560 0.04448
N -0.49520 1.74637 -0.06512
C 0.15706 -1.30753 -0.27007
O 2.05107 0.32449 -0.08714
N 0.87355 -0.20192 0.54574
O -0.00415 -0.64168 -1.45934
H 2.68407 0.30920 0.63979
H 0.31765 2.26286 -0.37618
H -1.37286 2.05098 -0.45608
H -2.02607 -0.95912 -0.17967
H -1.29050 -0.90522 1.49154
H 0.54934 -2.32453 -0.24596
```

Summary:
Charge: 0
E_HOMO in eV: -8.79
Lowest unoccupied orbital energy in eV: 0.89
2S+1: 1

---

--- ii ---
Here is C3H6N2O2 in the gas phase from the OMol25 dataset. Energies are from ωB97M-V/def2-TZVPD.

XYZ file:
```
13
Properties=species:S:1:pos:R:3
N 1.42720 1.28502 -1.06569
C 0.52531 0.52086 -0.46775
O -0.05993 -0.35608 -1.13023
C 0.25491 0.52632 1.02427
O 0.12436 -0.84203 1.19225
C -0.93046 -1.30269 0.06428
N -2.12920 -0.88994 0.05714
H 1.66932 1.01084 -2.00728
H 2.02565 1.89968 -0.53707
H -0.67677 1.06246 1.25326
H 1.06774 1.02982 1.58263
H -0.53848 -2.28775 -0.14912
H -2.75965 -1.65652 0.18331
```

Summary:
Charge: 0
E_HOMO in eV: -8.45
Lowest unoccupied orbital energy in eV: 0.49
2S+1: 1

---

Most favorable structure: ii. The second most favorable one is 199.5 kJ/mol above it.

---

--- i ---
Here is CH5N in the gas phase from the OMol25 dataset. Energies are from ωB97M-V/def2-TZVPD.

XYZ file:
```
7
Properties=species:S:1:pos:R:3
C -0.54113 -0.24134 -0.14727
N 0.90484 0.19817 -0.03200
H -0.85315 0.09676 -1.11331
H -0.59768 -1.33099 -0.12795
H -1.11442 0.21624 0.59380
H 0.94080 1.20586 -0.07850
H 1.26074 -0.14470 0.90523
```

Summary:
Charge: 0
E_HOMO in eV: -9.32
SMILES string: CN
Lowest unoccupied orbital energy in eV: 1.26
2S+1: 1

---

--- ii ---
Here is CH5N in the gas phase from the OMol25 dataset. Energies are from ωB97M-V/def2-TZVPD.

XYZ file:
```
7
Properties=species:S:1:pos:R:3
C 0.28570 -0.32507 0.31305
N -0.48719 0.19707 -0.74683
H -0.35131 -0.21453 1.23002
H 0.78829 -1.30103 0.34369
H 1.19829 0.25343 0.44971
H -1.31919 0.68740 -0.13112
H -0.11459 0.70273 -1.45852
```

Summary:
Charge: 0
E_HOMO in eV: -8.83
SMILES string: CN
Lowest unoccupied orbital energy in eV: 1.15
2S+1: 1

---

Most favorable structure: i. The second most favorable one is 86.1 kJ/mol above it.